11
Properties=species:S:1:pos:R:3 method="wB97M-V/def2-TZVPD" lumo_energy_ha=-0.0306 de_lowest_kcal_mol=65.23 homo_lumo_gap_ev=7.460
C 0.8557 -0.7619 0.0950
C 0.7739 0.5652 0.0729
C -1.8442 0.1226 -0.4207
S -1.6158 -1.3423 0.3996
S -0.8065 1.4397 0.0282
S 1.7950 -2.0540 -0.3035
S 2.1736 1.6637 0.1605
H -1.8278 -0.1872 -1.4533
H -2.9059 0.2229 -0.1691
H 1.9589 -2.3206 0.9037
H 1.4430 2.6520 0.6868



87
Properties=species:S:1:pos:R:3 method="wB97M-V/def2-TZVPD" lumo_energy_ha="0.0162 / -0.1415" multiplicity=5 homo_lumo_gap_ev="6.101 / 4.058"
Os 0.0041 -0.0405 -0.2935
C -1.9689 1.6883 -0.2644
C -0.9210 2.2230 -1.0377
C -0.7571 1.3300 -2.1527
Si -0.0211 3.7727 -0.5366
C -1.6854 0.2689 -2.0159
C -2.4452 0.4832 -0.8137
Si -3.7764 -0.5170 0.0172
H -2.2950 2.0947 0.6774
H -0.0906 1.4739 -2.9878
H -1.8368 -0.5248 -2.7291
Cl 4.0574 -3.8111 -1.9558
C -4.7075 0.5775 1.2245
C -5.0002 -1.2177 -1.2278
C -1.0707 4.7200 0.6972
C 0.3311 4.8835 -2.0132
H -5.7115 -0.4457 -1.5207
H -5.5689 -2.0418 -0.7971
H -4.5302 -1.5841 -2.1381
H -4.0625 0.9068 2.0376
H -5.5420 0.0351 1.6696
H -5.1116 1.4628 0.7352
H -0.5740 5.4201 -2.2971
H 0.6714 4.3394 -2.8917
H 1.0914 5.6265 -1.7721
H -2.0605 4.9395 0.2991
H -0.5994 5.6684 0.9554
H -1.1969 4.1566 1.6205
C -2.9309 -1.8856 1.0205
C 1.5742 3.2545 0.3470
P -1.3714 -2.3885 0.2040
H -3.5934 -2.7169 1.2581
H -2.6296 -1.4225 1.9611
P 2.1793 1.6649 -0.3313
H 1.2879 3.0398 1.3775
H 2.3282 4.0405 0.3713
C 3.7143 1.2016 0.6492
C 2.8278 2.1560 -2.0204
C -1.9788 -3.3307 -1.2981
C -0.5771 -3.6972 1.2947
C 0.5623 -3.1045 2.1118
H -0.1541 -4.4110 0.5836
C -1.5549 -4.4298 2.2016
H -1.9232 -3.7725 2.9868
H -1.0487 -5.2643 2.6893
H -2.4139 -4.8304 1.6720
H 1.2431 -2.5254 1.4956
H 1.1332 -3.9029 2.5883
H 0.1903 -2.4430 2.8898
H -2.5756 -2.5773 -1.8129
C -2.8778 -4.5228 -1.0107
C -0.8395 -3.7178 -2.2261
H -3.6838 -4.2866 -0.3206
H -2.3114 -5.3573 -0.6010
H -3.3360 -4.8716 -1.9375
H -0.3688 -2.8477 -2.6706
H -1.2132 -4.3530 -3.0300
H -0.0650 -4.2801 -1.7059
H 1.9403 2.5737 -2.4960
C 3.2513 0.9452 -2.8355
C 3.9080 3.2259 -2.0251
H 3.6458 4.0905 -1.4205
H 4.0727 3.5802 -3.0438
H 4.8568 2.8322 -1.6657
H 2.4079 0.3045 -3.0684
H 3.9882 0.3394 -2.3099
H 3.7067 1.2670 -3.7727
C 3.3947 0.1301 1.6821
C 4.4110 2.3821 1.3099
H 4.3848 0.7695 -0.0976
H 3.8131 2.7762 2.1294
H 4.6160 3.1987 0.6246
H 5.3634 2.0572 1.7312
H 2.7907 0.5290 2.4931
H 4.3187 -0.2636 2.1085
H 2.8440 -0.6983 1.2480
C 1.5999 -1.5510 -1.0731
H 1.4453 -1.5662 -2.1598
H 2.6493 -1.2868 -0.9347
H 1.5017 -2.5901 -0.7545
Cl -1.1273 -0.2575 5.0458
C 0.2868 0.3051 4.1208
Cl 0.7931 1.8902 4.7561
Cl 1.6191 -0.8451 4.4137
C -0.1082 0.4630 2.6721
O -1.0726 1.2963 2.4011
O 0.4832 -0.2033 1.6950



53
Properties=species:S:1:pos:R:3 method="wB97M-V/def2-TZVPD" lumo_energy_ha=0.0809 de_lowest_kcal_mol=8.26 homo_lumo_gap_ev=6.420 charge=-1
Rb -0.0011 -0.2469 -0.1461
C -1.7378 -1.2047 -3.5384
C -2.3170 -1.4755 -2.2874
N -2.4268 -0.3716 -1.5606
N -1.9170 0.6283 -2.3105
C -1.5084 0.1523 -3.5096
B -1.8506 2.1064 -1.8268
N -0.3500 2.6031 -1.8068
C 0.3890 2.7830 -2.9236
C 1.5450 3.4518 -2.5896
C 1.4160 3.6601 -1.2107
N 0.2765 3.1563 -0.7450
N -2.4954 2.2658 -0.4602
C -3.6598 2.9050 -0.2226
C -3.9446 2.7847 1.1182
C -2.8680 2.0327 1.6260
N -2.0060 1.7210 0.6707
H -1.5145 -1.8928 -4.3356
H -2.6188 -2.4259 -1.8767
H -1.1045 0.7953 -4.2706
H -2.4485 2.8024 -2.6209
H 0.0406 2.4625 -3.8878
H 2.3480 3.7492 -3.2420
H 2.0962 4.1641 -0.5393
H -4.1953 3.3913 -1.0198
H -4.7967 3.1755 1.6479
H -2.6885 1.7064 2.6389
Br -0.7796 -5.7765 -0.3441
C 0.9725 -5.0381 -0.3641
C 2.0637 -5.8997 -0.3830
C 3.3425 -5.4072 -0.3958
Br 4.7974 -6.6475 -0.4128
C 3.5821 -4.0178 -0.3936
C 4.8627 -3.4223 -0.3955
C 4.9847 -2.0618 -0.3898
C 3.8208 -1.2771 -0.3914
N 2.6143 -1.7908 -0.3932
C 2.4639 -3.1361 -0.3847
C 1.0755 -3.6248 -0.3560
O 0.0995 -2.8395 -0.3248
H 1.8968 -6.9684 -0.3864
H 5.7404 -4.0553 -0.3994
H 5.9587 -1.5892 -0.3857
H 3.8899 -0.1925 -0.3847
N 2.0393 1.8520 1.5670
C 3.2704 2.3751 1.7116
C 4.0070 1.4520 2.4209
C 3.1042 0.3944 2.6615
N 1.9158 0.6469 2.1382
H 1.2540 2.2588 1.0688
H 3.5336 3.3369 1.3058
H 5.0390 1.5265 2.7171
H 3.2762 -0.5393 3.1724



88
Properties=species:S:1:pos:R:3 method="wB97M-V/def2-TZVPD" lumo_energy_ha=-0.4281 homo_lumo_gap_ev=3.035 charge=+2
Tl -3.2955 1.2544 3.4363
C -0.7276 0.3159 -1.2871
C -0.8576 0.1552 0.2397
C 0.2708 0.9065 0.9756
O -1.9950 0.6970 0.7286
H -1.6458 -0.0536 -1.7623
H 0.1551 -0.2092 -1.6610
H -0.7681 1.3496 -1.6451
H -0.8382 -0.9102 0.4818
H 0.1944 1.9920 1.0521
H 1.2832 0.6333 0.6690
H 0.1262 0.6488 2.0300
C 0.5839 -2.9985 1.9952
C 2.0913 -3.0979 2.1502
O 2.6460 -3.8671 1.0465
O -0.0157 -4.2038 2.4400
H 0.2581 -2.7779 0.9732
H 0.1868 -2.1804 2.6097
H 2.3482 -3.5977 3.0762
H 2.5632 -2.1249 1.9737
H 2.7863 -3.2466 0.3213
H -0.0672 -4.8121 1.6972
C 0.7987 -4.3900 -1.9584
C -0.4441 -4.9783 -2.5981
O -0.8659 -4.3726 -3.7786
O 0.4087 -3.0343 -1.5800
H 1.6823 -4.3916 -2.5975
H 1.0314 -4.9175 -1.0299
H -1.1782 -5.0932 -1.7903
H -0.3280 -6.0544 -2.7725
H -1.2051 -3.4890 -3.5895
H 1.1033 -2.6788 -1.0028
C -4.5020 2.5484 -2.2261
O -5.4323 2.9126 -2.9127
N -4.7292 1.7731 -1.1143
N -3.1921 2.8352 -2.4314
H -5.6642 1.6932 -0.7491
H -4.0705 1.0884 -0.7721
H -2.8416 3.3358 -3.2276
H -2.5746 2.3444 -1.8197
C 3.4210 4.2489 1.3688
O 4.4627 4.6765 1.7982
N 2.5297 4.9747 0.6471
N 3.0168 2.9276 1.5437
H 1.6174 4.5921 0.4693
H 2.6489 5.9408 0.4045
H 2.5691 2.5557 0.7191
H 3.5783 2.2580 2.0384
C 0.5265 1.9143 4.6578
O -0.5455 2.0291 4.0396
N 0.6174 1.6009 5.9677
N 1.7174 2.1881 4.0461
H 1.5187 1.4267 6.3697
H -0.2447 1.5999 6.4814
H 2.5667 2.2817 4.5745
H 1.7495 2.3600 3.0516
C -1.7720 4.3521 1.2309
O -2.2053 3.7468 2.2042
N -1.5721 5.7054 1.2602
N -1.5164 3.7323 0.0431
H -2.0705 6.1174 2.0329
H -1.4085 6.2230 0.4163
H -1.1896 4.3090 -0.7095
H -1.8580 2.7975 -0.0508
C -3.7733 -3.0568 0.0190
O -4.9017 -3.4277 -0.1475
N -3.3749 -1.9082 0.7057
N -2.6614 -3.7380 -0.3822
H -4.1819 -1.3251 0.8938
H -2.5397 -1.4624 0.3768
H -1.7009 -3.4758 -0.2323
H -2.7927 -4.4715 -1.0594
C -0.1172 -0.6094 -4.2672
O -1.2587 -0.6337 -3.8278
N 0.9470 -1.0770 -3.5355
N 0.1886 -0.3384 -5.5793
H 1.8931 -1.0525 -3.8684
H 0.6487 -1.6721 -2.7654
H 1.1666 -0.3948 -5.7926
H -0.5399 -0.1956 -6.2544
C 3.5485 -0.8764 -0.5345
O 2.6541 -1.5271 -1.0780
N 3.6047 0.4984 -0.6722
N 4.5208 -1.3742 0.2651
H 3.0665 0.8765 -1.4310
H 4.4133 0.9321 -0.2637
H 4.6586 -2.3733 0.3113
H 5.0948 -0.8794 0.9249



159
Properties=species:S:1:pos:R:3 method="wB97M-V/def2-TZVPD" lumo_energy_ha=-0.2543 homo_lumo_gap_ev=5.956 charge=+3
C 5.4283 -6.5194 8.3404
C 5.9445 -7.7685 7.8519
O 6.7979 -7.8033 6.9319
N 5.4563 -9.0427 8.4573
H 6.1800 -9.6708 8.7765
H 5.0624 -8.6603 9.3050
C 4.3594 -9.6801 7.5230
H 5.7049 -5.7289 7.6427
H 5.8850 -6.2833 9.3015
H 4.3425 -6.5999 8.3916
H 4.0617 -10.6837 7.8269
H 4.8197 -9.9070 6.5614
H 3.5311 -9.0196 7.2665
C -0.4010 -9.6303 6.1580
C -1.7702 -9.1386 6.6986
N -1.4992 -8.1438 7.7881
C -1.9374 -8.3065 9.1118
C -1.4980 -7.2243 9.8556
N -0.8608 -6.3251 8.9780
C -0.8893 -6.8897 7.6973
C -0.2048 -5.1009 9.4145
H -0.3860 -10.3973 5.3837
H 0.1772 -9.8873 7.0456
H 0.0765 -8.7761 5.6780
H -2.3853 -9.9671 7.0498
H -2.4791 -8.6506 6.0298
H -2.4970 -9.2049 9.3265
H -1.6046 -7.0022 10.9071
H -0.3911 -6.5003 6.8218
H 0.7883 -5.1118 8.9655
H -0.0015 -4.9909 10.4797
H -0.8401 -4.2874 9.0642
C 1.1013 -15.3478 15.1906
C 2.4547 -14.5618 15.1978
N 2.4429 -13.6237 14.1504
C 1.8117 -12.3657 14.2960
C 1.8699 -11.6430 13.1234
N 2.7839 -12.3127 12.3492
C 3.1382 -13.4706 12.9524
C 3.3004 -12.0026 11.0425
H 0.9216 -15.7427 16.1906
H 1.1110 -16.2257 14.5445
H 0.2025 -14.8282 14.8586
H 3.3722 -15.1214 15.0161
H 2.7565 -14.1555 16.1632
H 1.2015 -12.1328 15.1561
H 1.4288 -10.7014 12.8313
H 3.7015 -14.1629 12.3443
H 2.6325 -11.4644 10.3700
H 3.6824 -12.8636 10.4939
H 4.0721 -11.2557 11.2291
C 9.3356 -1.3370 10.7135
C 9.6606 -2.4812 11.6512
N 8.5590 -3.2411 12.1942
C 8.1559 -4.4376 11.6088
C 7.0907 -4.9373 12.3127
N 6.7927 -4.0485 13.3009
C 7.7270 -3.0038 13.2546
C 5.8228 -4.2654 14.3326
H 8.8508 -1.5716 9.7659
H 10.2441 -0.8238 10.3984
H 8.5795 -0.6077 11.0040
H 10.2218 -2.1145 12.5107
H 10.4174 -3.0929 11.1601
H 8.5682 -4.9154 10.7324
H 6.5607 -5.8551 12.1048
H 7.7269 -2.1561 13.9238
H 4.8332 -4.2477 13.8760
H 5.9063 -3.4707 15.0739
H 6.0119 -5.1704 14.9100
C 8.4493 -14.8699 15.2091
C 6.9544 -14.5983 15.5135
N 6.4806 -13.5597 14.5017
C 6.3578 -13.7751 13.1547
C 6.4022 -12.5229 12.5990
N 6.5273 -11.6054 13.6536
C 6.4233 -12.2122 14.8290
C 6.6245 -10.1837 13.5618
H 8.8286 -15.7316 15.7585
H 9.0870 -14.0627 15.5693
H 8.7529 -15.0240 14.1737
H 6.9429 -14.2154 16.5339
H 6.3387 -15.4925 15.4165
H 6.4969 -14.6888 12.5959
H 6.4908 -12.2187 11.5665
H 6.4377 -11.7961 15.8255
H 7.6574 -9.8357 13.5503
H 6.1385 -9.6725 14.3928
H 6.1875 -9.9647 12.5876
C -1.1993 2.7209 12.6962
C -1.5453 1.2174 12.8281
N -0.3295 0.4043 12.6898
C 1.0381 0.7412 12.6678
C 1.7797 -0.4521 12.6994
N 0.8640 -1.4925 12.6323
C -0.3715 -0.9928 12.6753
C 1.2264 -2.8857 12.4800
H -2.0471 3.3992 12.7927
H -0.6042 2.9868 11.8226
H -0.5689 3.0509 13.5219
H -2.3428 0.8657 12.1735
H -1.7726 0.9781 13.8669
H 1.4165 1.7511 12.6096
H 2.8164 -0.6030 12.4370
H -1.2498 -1.6198 12.7199
H 2.2922 -3.0673 12.6185
H 1.0471 -3.2666 11.4745
H 0.6379 -3.5609 13.1011
C -0.8905 -5.7589 15.0132
C -0.9056 -7.1711 14.4253
N 0.1828 -7.9355 14.9730
C 0.0955 -9.0043 15.8222
C 1.3499 -9.3810 16.2705
N 2.2200 -8.5001 15.6108
C 1.5037 -7.6575 14.7509
C 3.6764 -8.4046 15.9387
H -0.0483 -5.2944 14.5002
H -0.9743 -5.7089 16.0988
H -1.6676 -5.0656 14.6914
H -0.9029 -7.1361 13.3359
H -1.8773 -7.6334 14.5993
H -0.8752 -9.3779 16.1129
H 1.6674 -10.1717 16.9341
H 1.9495 -6.8216 14.2325
H 4.0254 -7.3736 15.8818
H 4.2346 -8.9961 15.2130
H 3.9395 -8.8424 16.9017
C 2.7368 -6.4941 11.3949
F 1.8013 -7.1137 10.6296
F 3.4116 -5.7473 10.4898
F 2.2198 -5.7510 12.3288
S 3.9716 -7.8041 12.0209
O 3.1137 -8.7993 12.6715
O 4.6074 -8.3087 10.8158
O 4.9079 -7.1941 12.9801
C 8.7323 -8.1479 11.0945
F 9.0296 -7.1611 10.1796
F 9.6502 -8.0949 12.1640
F 7.4737 -7.9737 11.5541
S 9.0622 -9.8128 10.1163
O 10.5046 -9.8245 9.8559
O 8.6318 -10.9088 11.0711
O 8.1933 -9.6124 8.9665
C 1.8069 -2.3237 16.5258
F 0.5796 -2.3795 16.0573
F 2.3451 -1.5697 15.6093
F 1.9482 -1.8379 17.7415
S 2.5622 -4.1212 16.3597
O 2.7910 -4.3513 14.9147
O 3.7782 -3.9860 17.1221
O 1.5695 -5.0747 16.9889
C 4.6668 -2.7263 10.0752
F 5.8372 -3.3511 9.8794
F 3.6989 -3.4326 9.4346
F 4.5668 -2.7994 11.4324
S 4.6856 -0.8952 9.3971
O 6.0179 -0.4072 9.6374
O 4.3112 -0.9413 7.9603
O 3.7341 -0.1332 10.2447



96
Properties=species:S:1:pos:R:3 method="wB97M-V/def2-TZVPD" lumo_energy_ha=0.0832 homo_lumo_gap_ev=7.754 charge=-1
C -1.6072 5.8491 -4.1009
O -0.9001 4.5835 -4.0918
C -0.4584 4.2704 -5.4218
C 0.5092 3.0113 -5.5123
C 1.5628 2.9093 -4.2912
C 1.4885 1.4120 -3.7549
O 0.5041 1.1259 -2.7737
B 0.7152 -0.3270 -2.4667
C -0.1824 -1.1548 -3.5642
C -1.6667 -1.2903 -2.9125
C -2.6400 -0.1183 -3.4537
S -3.2307 1.0165 -2.0865
O 2.1961 -0.4080 -2.5057
C 2.8448 0.7444 -3.0919
O 3.7533 0.1120 -4.0014
B 4.6514 1.0477 -4.6118
O 5.9614 1.1830 -3.9945
O 4.3953 1.8222 -5.7881
S 3.5262 1.5622 -1.5534
O 4.2710 2.8434 -1.8258
O 2.4201 1.9156 -0.5820
C 4.5633 0.2791 -0.6394
F 4.9941 -0.7699 -1.4621
F 5.7407 0.9241 -0.1849
C 3.8497 -0.3499 0.6399
F 4.7264 -1.3527 1.1348
F 2.6506 -0.9864 0.3868
F 3.6534 0.5336 1.6928
H -2.4708 5.8664 -4.8392
H -2.0130 6.1250 -3.0788
H -0.8597 6.6527 -4.4404
H -0.0220 5.2000 -5.9418
H -1.3982 4.0019 -6.0333
H 1.0648 2.9553 -6.5088
H -0.1613 2.0792 -5.4875
H 2.5763 3.2247 -4.6850
H 1.3086 3.5961 -3.4253
H 1.4130 0.8005 -4.7219
H 0.4390 -0.4271 -1.2998
H 0.2549 -2.1575 -3.8729
H -0.3328 -0.5462 -4.5280
H -1.5511 -1.0831 -1.7901
H -2.0905 -2.3327 -3.0689
H -3.5795 -0.5967 -3.8942
H -2.1645 0.5017 -4.2835
H -2.1643 1.8147 -1.6585
H 6.0925 2.0903 -3.6582
H 4.8205 2.6898 -5.5992
C -5.0466 -5.0924 -0.0564
C -3.9213 -5.5512 0.6205
C -2.8253 -4.7127 0.7969
C -2.8588 -3.4120 0.3053
C -3.9848 -2.9518 -0.3678
C -5.0774 -3.7926 -0.5532
H -5.9000 -5.7473 -0.1972
H -3.8980 -6.5637 1.0101
H -1.9453 -5.0719 1.3184
H -2.0062 -2.7566 0.4470
H -4.0097 -1.9360 -0.7491
H -5.9534 -3.4351 -1.0833
C 0.1945 -5.2567 6.0218
C -0.5924 -6.3994 6.1273
C -1.1158 -6.9924 4.9828
C -0.8437 -6.4476 3.7320
C -0.0541 -5.3076 3.6267
C 0.4615 -4.7096 4.7710
H 0.6000 -4.7923 6.9145
H -0.7985 -6.8276 7.1025
H -1.7346 -7.8791 5.0654
H -1.2474 -6.9121 2.8388
H 0.1592 -4.8841 2.6509
H 1.0725 -3.8180 4.6881
C 2.6107 -0.6312 6.0081
C 3.5601 -0.0974 6.8729
C 3.4854 -0.3596 8.2370
C 2.4657 -1.1643 8.7355
C 1.5183 -1.7013 7.8702
C 1.5879 -1.4315 6.5073
H 2.6673 -0.4239 4.9450
H 4.3589 0.5244 6.4833
H 4.2222 0.0624 8.9118
H 2.4101 -1.3728 9.7985
H 0.7240 -2.3302 8.2587
H 0.8461 -1.8456 5.8339
C -3.6401 6.3556 0.3569
C -4.3903 5.2168 0.0821
C -3.7983 3.9599 0.1505
C -2.4576 3.8410 0.5035
C -1.7084 4.9793 0.7816
C -2.2979 6.2369 0.7044
H -4.1011 7.3360 0.3001
H -5.4374 5.3090 -0.1866
H -4.3814 3.0725 -0.0704
H -1.9969 2.8607 0.5614
H -0.6636 4.8859 1.0579
H -1.7119 7.1247 0.9160